Entry 1:
Here is a molecular structure, C34H29AuCl2NO3S5Te from the OMol25 dataset. Energies are from ωB97M-V with the def2-TZVPD basis set.

Calculated values
* charge: -1
* 2S+1: 3
* orbital gap (spin up / spin down): 6.7 / 5.8 eV
* E_tot: -133571.37051 eV

Atoms and positions in Å:
Au 0.265794 0.831973 2.385428
S -1.193648 0.904417 4.114032
S -0.121992 0.333628 5.735518
S 0.680774 -1.611613 5.392076
S 0.526160 -2.103978 3.539414
Te -0.721456 0.336573 -1.197723
C -2.280219 0.185181 -2.606853
C -2.297291 -0.843590 -3.551951
C -3.360050 -0.983152 -4.432005
C -4.429648 -0.099981 -4.375869
C -4.425339 0.929097 -3.443586
C -3.357199 1.073691 -2.568871
H -1.471703 -1.544684 -3.587019
H -3.359481 -1.789867 -5.154811
H -5.264406 -0.214015 -5.056231
H -5.256586 1.622166 -3.396384
H -3.358395 1.873710 -1.839340
O -2.505671 -1.114583 0.858263
S -2.013306 -2.525488 0.841788
C -3.229462 -3.465028 1.816647
C -2.986998 -3.295270 3.288505
C -2.443089 -4.332318 4.037657
C -2.196904 -4.167791 5.392476
C -2.482522 -2.957142 6.005488
C -3.011141 -1.912732 5.260348
C -3.266925 -2.080585 3.908714
C -2.468233 -3.209912 -0.794825
C -3.932887 -3.197081 -1.103378
C -4.607071 -1.993389 -1.303045
C -5.969842 -1.988053 -1.561145
C -6.677027 -3.180656 -1.624879
C -6.014122 -4.383685 -1.426607
C -4.651831 -4.388625 -1.165591
H -3.161729 -4.513050 1.518264
H -4.198227 -3.067705 1.507383
H -2.203857 -5.273602 3.554986
H -1.764822 -4.979426 5.964277
H -2.269711 -2.817274 7.057803
H -3.192989 -0.950509 5.720496
H -3.642188 -1.253438 3.319393
H -2.051635 -4.219213 -0.824533
H -1.896014 -2.578391 -1.477478
H -4.063746 -1.060493 -1.247094
H -6.475559 -1.043697 -1.717184
H -7.740294 -3.173621 -1.829761
H -6.557143 -5.319325 -1.474774
H -4.136213 -5.330430 -1.011355
Cl 4.136463 5.634461 1.458117
C 5.023497 5.913215 -0.003492
C 5.569724 7.165174 -0.225374
C 6.299478 7.405532 -1.377368
C 6.451253 6.395550 -2.313054
C 5.873992 5.157903 -2.091377
Cl 6.001306 3.961446 -3.342616
C 5.162357 4.859392 -0.919403
N 4.577000 3.624082 -0.705798
C 5.323483 2.431288 -0.667973
C 6.708532 2.429888 -0.539803
C 7.409998 1.235950 -0.481537
C 6.733039 0.028050 -0.534754
C 5.350358 0.032138 -0.660144
C 4.628101 1.215139 -0.738966
C 3.133606 1.182684 -0.927306
C 2.355346 1.542962 0.341094
O 1.556315 0.627290 0.743304
O 2.525188 2.643698 0.868011
H 5.428160 7.936487 0.518887
H 6.739256 8.378359 -1.550718
H 6.994165 6.561836 -3.233089
H 3.773557 3.584928 -0.064756
H 7.238431 3.372927 -0.475467
H 8.488158 1.255745 -0.380476
H 7.272050 -0.908950 -0.480756
H 4.808917 -0.905740 -0.708626
H 2.820255 0.195932 -1.262773
H 2.853854 1.915585 -1.690447

Cartesian forces (eV/Å) of the 3 atoms listed first:
0.31 0.09 -0.16
-0.11 -0.05 0.13
0.02 0.02 -0.07

Mulliken population analysis, charges in e, atoms 1 to 4: Au 0.27; S -0.30; S -0.14; S -0.01

---

Entry 2:
Here is a molecular structure, C34H29BiIN7O9 from the OMol25 dataset. Energies are from ωB97M-V with the def2-TZVPD basis set.

Calculated values
* charge: -2
* orbital gap: 5.8 eV
* E_tot: -78532.10625 eV

Atoms and positions in Å:
Bi 0.600481 0.497708 -0.231943
O 1.405611 0.570449 2.247209
C 0.533282 0.282117 3.150147
C 0.832008 -0.635282 4.205687
C -0.083048 -0.968677 5.180029
C -1.360181 -0.391110 5.196407
C -1.664874 0.543399 4.224964
C -0.764987 0.899491 3.215292
C -1.133350 1.984321 2.318785
N -0.553100 2.244670 1.214434
N -0.846518 3.453251 0.614542
C -0.559491 3.404956 -0.658267
O -0.220821 2.365369 -1.333955
C -0.567631 4.711863 -1.381867
C -1.486082 5.710576 -1.073664
C -1.395789 6.952720 -1.684953
C -0.383624 7.206559 -2.604885
C 0.522493 6.203902 -2.926091
C 0.426195 4.954662 -2.327627
H 1.826916 -1.069948 4.212373
H 0.193952 -1.680712 5.951341
H -2.081315 -0.659969 5.958983
H -2.642810 1.018917 4.227166
H -1.939054 2.646367 2.643075
H -2.261372 5.498681 -0.347467
H -2.112411 7.729546 -1.442840
H -0.306138 8.181396 -3.073543
H 1.309236 6.394652 -3.646201
H 1.115513 4.156596 -2.585516
O -1.720511 0.442045 -6.127862
C -1.054835 0.213120 -4.957799
C -1.433563 -0.810434 -4.099000
C -0.748992 -0.956694 -2.911751
N 0.232257 -0.114588 -2.578779
C 0.656535 0.813999 -3.442701
C 0.042854 1.005120 -4.660053
C 1.900625 1.602409 -3.018006
O 2.409308 2.340009 -3.867186
O 2.312233 1.372947 -1.832643
C -0.947115 -2.175406 -1.993699
O -1.900940 -2.920213 -2.256786
O -0.101957 -2.240347 -1.058835
H -2.507336 -0.111093 -6.124288
H -2.250910 -1.489941 -4.315754
H 0.409929 1.761703 -5.340314
C 3.155111 -2.095211 -0.819237
N 2.661614 -1.635640 0.485706
C 1.980644 -2.754824 1.157586
N 2.902949 -3.893406 1.353353
C 3.394443 -4.300764 0.033309
N 4.103163 -3.220540 -0.668758
C 5.205528 -2.772741 0.184372
N 4.762594 -2.315601 1.507361
C 3.798382 -1.212546 1.304067
C 4.041192 -3.425158 2.143649
H 3.656887 -1.268505 -1.327105
H 2.302761 -2.419692 -1.414189
H 1.131845 -3.066775 0.554710
H 1.626187 -2.416047 2.132970
H 2.543031 -4.609316 -0.574124
H 4.077316 -5.146518 0.155062
H 5.720978 -1.949009 -0.313762
H 5.908966 -3.600735 0.314643
H 4.311263 -0.389014 0.801211
H 3.430311 -0.858340 2.264638
H 3.676801 -3.090924 3.117298
H 4.738941 -4.254731 2.290798
I -7.131157 -3.481415 2.941877
C -5.635833 -2.402855 1.917843
C -5.996308 -1.628412 0.826586
C -5.006841 -0.907213 0.170141
C -3.687896 -0.963341 0.595349
C -3.350558 -1.755324 1.687365
C -4.325943 -2.480834 2.362195
C -2.632847 -0.148298 -0.139400
O -2.967131 0.547675 -1.088903
O -1.453577 -0.264410 0.364894
H -7.024795 -1.588343 0.494502
H -5.243298 -0.290228 -0.687672
H -2.314975 -1.790774 1.999439
H -4.060420 -3.089298 3.216073

Cartesian forces (eV/Å) of the 3 atoms listed first:
-0.26 0.13 0.05
-0.35 -0.43 0.05
0.07 0.28 0.06

Mulliken population analysis, charges in e, atoms 1 to 4: Bi 2.49; O -1.00; C 0.51; C -0.43

---

Entry 3:
Here is a molecular structure, C34H29Br2F3NO3ReSSb from the OMol25 dataset. Energies are from ωB97M-V with the def2-TZVPD basis set.

Calculated values
* charge: +2
* 2S+1: 2
* orbital gap (spin up / spin down): 6.7 / 6.4 eV
* E_tot: -211086.48773 eV

Atoms and positions in Å:
Re -0.880583 1.093654 0.092091
C -0.412508 2.385753 -3.160104
C 0.343451 3.074634 -2.071574
C 1.082024 4.229083 -2.382446
C 1.903825 4.810412 -1.460409
C 2.029256 4.236363 -0.181801
C 2.920842 4.680828 0.835399
Br 4.089584 6.107698 0.511027
C 2.944700 4.060208 2.051350
C 2.067303 2.983777 2.314303
Br 2.095971 2.149503 3.989965
C 1.200229 2.536141 1.362438
O 0.318061 1.508262 1.544682
C 1.199757 3.142833 0.101766
N 0.343622 2.576520 -0.827578
H -0.013973 2.682819 -4.127610
H -1.469114 2.661975 -3.148733
H -0.339908 1.303846 -3.068917
H 1.000865 4.637825 -3.379611
H 2.467001 5.700681 -1.707530
H 3.628911 4.388366 2.820683
F 2.072088 -2.083748 -6.527681
C 1.706536 -1.813330 -5.278533
C 2.690799 -1.626027 -4.325870
C 2.307948 -1.361151 -3.020147
C 0.953099 -1.282499 -2.701612
C -0.024499 -1.470262 -3.682089
C 0.355080 -1.735839 -4.986053
Sb 0.342807 -1.124700 -0.726696
C 2.024819 -1.155624 0.491247
C 3.020340 -0.201724 0.270291
C 4.087370 -0.094633 1.146293
C 4.127803 -0.943158 2.239574
F 5.145399 -0.836435 3.090757
C 3.153632 -1.892945 2.484604
C 2.090573 -1.995221 1.600555
C -0.774133 -2.842782 -0.382957
C -2.157418 -2.814889 -0.220455
C -2.861381 -4.003837 -0.107103
C -2.161077 -5.196367 -0.156625
F -2.837100 -6.336246 -0.047331
C -0.788175 -5.250478 -0.319447
C -0.091919 -4.060140 -0.444077
H 3.731631 -1.697823 -4.609542
H 3.071866 -1.234060 -2.264211
H -1.077689 -1.409995 -3.438121
H -0.372836 -1.892869 -5.769969
H 2.969834 0.473249 -0.578226
H 4.880537 0.625121 0.995682
H 3.238304 -2.530552 3.353788
H 1.323572 -2.740207 1.778782
H -2.694290 -1.876996 -0.187108
H -3.937406 -4.020179 0.000282
H -0.289332 -6.209171 -0.352315
H 0.982248 -4.093286 -0.590470
C -3.572520 2.134655 -1.426391
C -2.414303 1.223968 -1.214044
O -2.186417 0.150869 -1.726818
H -4.099495 1.928131 -2.357649
H -3.251357 3.174192 -1.387820
H -4.260234 1.967932 -0.593459
O -1.943944 -0.045152 1.433390
S -1.434277 -0.247637 2.932581
C -2.409924 0.963063 3.871213
C -3.547998 0.200385 4.562627
C -3.832100 -1.031182 3.708602
C -2.455819 -1.629401 3.444731
H -2.760295 1.674184 3.122856
H -1.733663 1.475295 4.553762
H -4.422205 0.836453 4.688187
H -3.225565 -0.108387 5.557978
H -4.296379 -0.750618 2.761447
H -4.488393 -1.742780 4.206347
H -2.401774 -2.385600 2.661810
H -1.991684 -2.010750 4.358045

Cartesian forces (eV/Å) of the 3 atoms listed first:
0.86 -2.98 -2.59
-0.11 0.04 0.08
0.02 -0.03 0.17

Mulliken population analysis, charges in e, atoms 1 to 4: Re 0.86; C -1.41; C 1.10; C -1.08